# 1
C9H18NiOP | ωB97M-V/def2-TZVPD

Values from the calculation:
Charge: -1
F_max: 5.80 eV Å⁻¹
Gap between HOMO and LUMO (alpha / beta): 3.68 / 4.93 eV
Expectation value of S²: 2.024
Relative energy (zero: lowest compared OMol25 entry of this formula, charge and spin): 284.3 kJ/mol
Multiplicity: 3

Last column: Löwdin spin population.
Positions of all 30 atoms, in Å:
C  0.623  1.663  -3.350  0.19
C  0.292  0.672  -4.244  0.07
C  -0.086  -0.688  -3.989  0.07
C  -0.270  -1.433  -2.788  0.08
C  -0.320  -0.973  -1.486  0.16
Ni  0.101  0.416  -2.310  1.02
P  0.235  2.040  -0.873  0.13
H  0.995  2.662  -3.517  0.01
H  0.324  0.931  -5.301  0.03
H  -0.269  -1.255  -4.898  0.01
H  -0.526  -1.503  -0.576  0.01
H  -0.433  -2.497  -2.951  0.03
H  -0.894  2.301  -0.051  0.05
H  0.412  3.369  -1.306  0.03
H  1.276  2.044  0.086  0.04
C  1.267  -1.647  2.878  0.00
C  0.480  -1.387  1.608  0.00
O  0.162  -0.011  1.350  0.01
C  -0.349  0.743  2.458  0.01
C  -1.738  0.318  2.890  0.00
H  2.133  -0.983  2.958  0.00
H  1.627  -2.679  2.843  0.00
H  0.639  -1.540  3.768  0.00
H  1.057  -1.707  0.732  0.00
H  -0.459  -1.966  1.626  0.00
H  0.352  0.658  3.305  0.00
H  -0.357  1.781  2.102  0.02
H  -1.754  -0.723  3.235  0.00
H  -2.053  0.952  3.723  0.00
H  -2.465  0.440  2.079  0.00

# 2
C9H18O3 | ωB97M-V/def2-TZVPD

Values from the calculation:
F_max: 2.71 eV Å⁻¹
Gap between HOMO and LUMO: 10.13 eV
Relative energy (zero: lowest compared OMol25 entry of this formula, charge and spin): 97.2 kJ/mol
Multiplicity: 1

Last column: natural (NBO) charge in e.
Positions of all 30 atoms, in Å:
C  -6.880  1.874  0.404  -0.72
C  -5.463  1.962  -0.136  0.58
C  -4.358  1.153  0.525  -0.71
O  -5.146  2.843  -0.930  -0.54
H  -7.320  0.882  0.311  0.23
H  -7.544  2.494  -0.198  0.24
H  -6.908  2.157  1.456  0.23
H  -3.343  1.267  0.145  0.24
H  -4.611  0.094  0.468  0.22
H  -4.330  1.461  1.570  0.23
C  2.756  0.894  -3.530  -0.72
C  3.087  2.341  -3.503  0.57
C  2.496  3.138  -2.419  -0.74
O  3.819  2.837  -4.366  -0.54
H  1.728  0.685  -3.827  0.24
H  2.670  0.603  -2.483  0.22
H  3.533  0.288  -3.996  0.24
H  1.503  3.540  -2.620  0.25
H  3.095  4.025  -2.215  0.25
H  2.198  2.599  -1.520  0.23
C  3.683  -3.687  3.840  -0.72
C  2.775  -3.126  2.732  0.61
C  2.205  -4.122  1.627  -0.73
O  2.546  -1.958  2.685  -0.55
H  4.649  -3.595  3.342  0.24
H  3.342  -4.719  3.915  0.22
H  3.580  -3.061  4.726  0.24
H  3.026  -4.776  1.332  0.22
H  1.960  -3.530  0.745  0.23
H  1.252  -4.563  1.920  0.24

# 3
C9H18O3Si | ωB97M-V/def2-TZVPD

Values from the calculation:
F_max: 5.16 eV Å⁻¹
Gap between HOMO and LUMO: 11.13 eV
Relative energy (zero: lowest compared OMol25 entry of this formula, charge and spin): 164.8 kJ/mol
Multiplicity: 1

Last column: natural (NBO) charge in e.
Positions of all 31 atoms, in Å:
C  -0.315  -3.103  1.820  -0.74
C  -1.736  -2.937  2.310  0.80
O  -1.991  -2.519  3.339  -0.49
O  -2.771  -3.329  1.430  -0.58
C  -3.092  -2.205  0.622  0.81
O  -3.999  -1.571  0.914  -0.51
C  -2.215  -1.868  -0.561  -0.96
Si  -1.692  -0.043  -0.335  1.14
C  -0.043  0.360  -1.197  -0.85
C  0.669  1.419  -0.319  -0.39
C  2.050  1.821  -0.828  -0.22
C  2.788  2.491  0.361  -0.60
C  2.010  2.857  -1.987  -0.62
H  0.146  -2.141  1.597  0.24
H  -0.300  -3.723  0.922  0.22
H  0.283  -3.617  2.569  0.25
H  -1.341  -2.515  -0.604  0.24
H  -2.840  -2.030  -1.439  0.28
H  -1.433  0.127  1.115  -0.18
H  -2.804  0.799  -0.800  -0.16
H  0.543  -0.558  -1.296  0.23
H  -0.240  0.768  -2.193  0.23
H  0.016  2.271  -0.110  0.21
H  0.823  0.931  0.653  0.20
H  2.612  0.962  -1.197  0.20
H  2.970  1.732  1.127  0.20
H  3.699  2.997  0.052  0.21
H  2.081  3.188  0.819  0.20
H  2.806  3.582  -1.802  0.21
H  1.089  3.443  -2.020  0.21
H  2.224  2.412  -2.959  0.21

# 4
C9H18OS | ωB97M-V/def2-TZVPD

Values from the calculation:
F_max: 4.20 eV Å⁻¹
Gap between HOMO and LUMO (alpha / beta): 6.59 / 6.59 eV
Relative energy (zero: lowest compared OMol25 entry of this formula, charge and spin): 528.3 kJ/mol
Multiplicity: 1

Last column: natural (NBO) charge in e.
Positions of all 29 atoms, in Å:
C  -0.781  -0.841  -0.007  -0.46
C  0.916  -0.558  1.828  -0.58
C  0.925  -2.478  0.354  -0.58
C  -0.930  -2.238  1.968  -0.60
C  0.730  2.168  -0.636  -0.71
C  -0.414  1.120  -2.653  -0.77
C  -1.819  2.002  -0.679  -0.76
C  -0.005  -1.484  1.083  -0.22
C  -0.565  1.640  -1.292  0.51
O  -2.853  -0.802  -1.555  -1.01
S  -2.191  -1.450  -0.375  1.01
H  1.822  -0.982  2.349  0.22
H  0.353  0.045  2.676  0.20
H  1.262  0.224  1.178  0.19
H  0.446  -3.300  -0.138  0.21
H  1.557  -3.035  1.086  0.20
H  1.529  -1.893  -0.335  0.21
H  -1.340  -3.032  1.401  0.21
H  -0.347  -2.642  2.879  0.20
H  -1.761  -1.582  2.337  0.21
H  0.531  3.279  -0.568  0.24
H  0.771  1.693  0.370  0.26
H  1.462  1.763  -1.236  0.22
H  0.291  0.257  -2.613  0.28
H  0.057  1.845  -3.278  0.24
H  -1.378  0.621  -3.015  0.28
H  -2.028  3.060  -0.992  0.25
H  -1.876  2.183  0.406  0.25
H  -2.765  1.557  -0.977  0.29

# 5
C9H19N2 | ωB97M-V/def2-TZVPD

Values from the calculation:
Charge: +1
F_max: 4.93 eV Å⁻¹
Gap between HOMO and LUMO: 11.03 eV
Relative energy (zero: lowest compared OMol25 entry of this formula, charge and spin): 468.0 kJ/mol
Multiplicity: 1

Last column: natural (NBO) charge in e.
Positions of all 30 atoms, in Å:
C  -0.499  2.654  0.197  -0.46
N  -0.338  1.237  0.436  -0.37
C  -0.929  0.114  0.321  0.55
N  -2.071  -0.424  0.115  -0.36
C  -3.168  0.481  -0.321  -0.43
C  -2.401  -1.805  0.279  -0.42
C  0.653  0.238  0.896  0.06
C  1.757  -0.389  0.008  -0.08
C  3.046  0.417  0.416  -0.59
C  1.654  -0.091  -1.524  -0.61
C  1.630  -1.887  0.262  -0.59
H  -1.405  3.089  0.520  0.24
H  0.094  3.325  0.851  0.25
H  -0.257  2.746  -0.940  0.23
H  -3.885  0.501  0.623  0.23
H  -3.794  0.240  -1.203  0.24
H  -2.853  1.414  -0.638  0.22
H  -3.455  -2.028  0.089  0.24
H  -2.141  -2.230  1.295  0.23
H  -1.898  -2.317  -0.480  0.22
H  0.609  0.062  2.035  0.24
H  3.794  0.014  -0.160  0.22
H  3.273  0.066  1.384  0.21
H  3.005  1.431  0.413  0.22
H  2.605  -0.282  -2.063  0.25
H  0.877  -0.780  -1.935  0.20
H  1.175  0.892  -1.646  0.21
H  2.611  -2.286  -0.111  0.23
H  0.741  -2.371  -0.393  0.22
H  1.571  -2.033  1.272  0.21

# 6
C9H19N2O | ωB97M-V/def2-TZVPD

Values from the calculation:
Charge: +1
F_max: 5.12 eV Å⁻¹
Gap between HOMO and LUMO: 8.70 eV
Relative energy (zero: lowest compared OMol25 entry of this formula, charge and spin): 327.2 kJ/mol
Multiplicity: 1

Last column: natural (NBO) charge in e.
Positions of all 31 atoms, in Å:
C  3.574  -1.099  0.270  -0.62
C  2.745  -0.579  -0.877  -0.21
N  1.367  -0.300  -0.564  -0.59
C  0.943  0.850  -0.004  0.03
C  -0.309  1.257  0.241  0.03
C  -0.653  2.558  0.922  -0.63
N  -1.482  0.443  -0.284  -0.39
C  -2.256  1.138  -1.247  -0.42
C  -1.677  -0.847  -0.097  0.72
C  -2.467  -1.680  -1.024  -0.71
O  -1.128  -1.493  0.898  -0.44
C  -0.488  -0.938  1.961  -0.28
H  3.342  -2.087  0.492  0.21
H  4.591  -1.126  -0.051  0.23
H  3.344  -0.527  1.189  0.20
H  2.587  -1.415  -1.665  0.21
H  3.358  0.229  -1.410  0.21
H  0.705  -0.741  -1.047  0.37
H  1.767  1.486  0.434  0.23
H  0.120  3.409  0.436  0.24
H  -0.403  2.456  1.982  0.23
H  -1.642  2.788  0.783  0.21
H  -3.118  0.640  -1.573  0.23
H  -2.602  2.132  -0.719  0.24
H  -1.616  1.372  -2.258  0.23
H  -2.065  -2.727  -0.860  0.28
H  -2.086  -1.413  -2.097  0.26
H  -3.496  -1.423  -0.677  0.28
H  -1.030  0.035  2.262  0.19
H  0.585  -0.652  1.737  0.22
H  -0.513  -1.746  2.847  0.24

Calculated values (eV) of DFT total energy for the records, taken in order: -61995.1086; -15766.1880; -23644.5155; -22502.2230; -12610.9962; -14659.4446.